Entry 1:
Entry from the Open Molecules 2025 dataset: a gas-phase ion, C10H16N5 (charge +1) in a non-equilibrium geometry (ωB97M-V with the def2-TZVPD basis set).

Charge   +1
Structure (SMILES)   CCN[C@@H]1CNC[C@@H]1N=C=C1C=CN=[NH+]1
Kohn-Sham gap   7.04 eV

```
31
Properties=species:S:1:pos:R:3:forces:R:3
N 5.35417 0.52657 -0.27066 -1.9 -0.4 -1.5
N 4.12831 0.46398 -0.91175 2.0 -0.4 -0.3
N 0.86319 -0.78486 -0.81412 2.9 1.4 1.8
N -2.06209 -2.48948 0.25456 1.4 0.5 0.5
N -1.10144 1.02323 0.38416 0.7 -0.8 -1.1
C 3.16368 -0.09725 -0.11249 3.2 1.3 2.7
C -2.37476 -1.20499 0.81448 0.6 1.2 -0.4
C 5.12346 0.05697 0.91487 -3.0 1.0 0.0
C -1.44947 2.31492 -0.18968 -1.4 -0.4 3.1
C 3.75224 -0.18723 1.18555 0.5 -1.0 -3.3
C -0.78692 -2.52809 -0.46413 0.8 1.7 3.9
C -1.55269 -0.18837 -0.17073 -0.2 0.0 0.8
C -0.45880 -1.07552 -0.95226 -2.2 -1.8 1.2
C 1.88344 -0.37019 -0.44093 -3.3 -1.2 -1.6
C -3.00141 2.61293 0.05566 1.3 -0.1 -2.1
H -2.12132 -1.16129 1.91520 0.3 0.3 -1.1
H -0.95259 -3.25070 -1.14037 0.2 -2.3 -3.1
H -3.13142 3.52876 -0.53440 -0.7 -0.4 -0.5
H 5.81352 0.07993 1.64264 2.7 -0.1 2.2
H -1.34635 2.17630 -1.20836 0.2 0.1 -2.3
H 0.10905 -2.86480 0.18055 -1.3 0.4 -0.6
H -0.86019 0.90887 1.31841 0.3 0.5 1.8
H -2.18825 0.03788 -1.01154 -0.7 0.1 -0.1
H -3.44170 -0.86328 0.78684 0.8 -0.8 -0.3
H 3.37599 -0.68574 2.02686 -0.7 -0.1 1.1
H -0.67686 3.06293 0.12609 -1.1 -0.4 -0.1
H -0.64867 -0.97824 -1.96758 -0.5 0.1 -2.0
H 4.28488 0.31864 -1.90548 -0.7 0.4 0.0
H -3.35384 2.96435 0.99755 0.2 -0.5 1.2
H -2.74902 -3.04576 -0.16976 -1.1 -0.3 -0.5
H -3.59411 1.69950 -0.33916 0.8 1.8 0.6
```
Positions in Å, forces in eV/Å.

---

Entry 2:
Entry from the Open Molecules 2025 dataset: a single C3H3NO molecule in a non-equilibrium geometry (ωB97M-V with the def2-TZVPD basis set).

Charge   0
Structure (SMILES)   N#CCC=O
Kohn-Sham gap   11.39 eV

```
8
Properties=species:S:1:pos:R:3:forces:R:3
O 1.19264 -1.46423 0.08271 0.1 0.4 -0.3
N -2.35224 -1.00702 -0.04805 1.1 0.6 0.4
C -1.38224 -0.39423 0.09820 -0.3 0.1 -0.4
C -0.16923 0.47955 0.09119 -1.4 0.7 -1.5
C 1.10399 -0.27296 -0.06146 0.5 -1.0 0.8
H 1.99178 0.34551 -0.26262 0.1 0.1 -0.1
H -0.15329 1.17311 0.93796 0.1 -0.2 0.0
H -0.23141 1.14027 -0.83793 -0.1 -0.7 1.1
```
Positions in Å, forces in eV/Å.

---

Entry 3:
Entry from the Open Molecules 2025 dataset: a gas-phase ion, C6H7N4S (charge +1) in a non-equilibrium geometry (ωB97M-V with the def2-TZVPD basis set).

Charge   +1
Kohn-Sham gap (spin up / spin down)   5.81 / 5.11 eV

```
18
Properties=species:S:1:pos:R:3:forces:R:3
S 1.44442 -1.67281 -3.84139 1.1 0.0 1.9
N -0.41256 0.02812 -2.84814 -1.1 1.7 -1.5
N 0.03014 -0.72277 -0.16349 -0.7 0.0 1.0
N 4.06617 -1.77204 -1.21259 0.5 -0.5 0.2
N 2.82822 -2.13274 -3.25234 -2.0 -0.4 -3.3
C 3.50518 -2.08272 -2.18188 -0.4 1.3 1.9
C -0.76340 0.50190 -0.43893 -1.9 3.2 -0.6
C -1.04687 0.63293 -1.92579 -0.5 0.9 -1.1
C 0.50148 -0.93693 -2.54948 -0.6 0.4 0.5
C 1.29041 -0.54759 0.63630 0.5 0.6 0.8
C 0.57895 -1.37683 -1.30862 2.4 -3.7 0.4
H -1.75432 1.46341 -2.28226 0.8 -1.4 0.9
H 1.66880 0.37092 0.21019 1.0 -0.2 -0.1
H -1.68365 0.55382 0.16833 0.1 -0.8 -0.4
H -0.60215 -1.33280 0.40571 0.7 0.0 -0.9
H -0.49255 1.62382 -0.23255 1.3 -2.2 0.3
H 1.07978 -0.32481 1.66234 -0.6 0.2 0.7
H 1.93341 -1.45515 0.63652 -0.5 0.9 -0.6
```
Positions in Å, forces in eV/Å.

---

Entry 4:
Entry from the Open Molecules 2025 dataset: a single C19H22N2O2 molecule in a non-equilibrium geometry (ωB97M-V with the def2-TZVPD basis set).

Charge   0
Structure (SMILES)   O=C(C1CCCCC1)N1C=C2c3ccccc3CCN2C(=O)C1
Kohn-Sham gap   7.83 eV

```
45
Properties=species:S:1:pos:R:3:forces:R:3
O 1.06207 -2.11151 1.34758 -2.0 0.3 -1.7
O -1.90950 1.70267 -1.81016 0.0 0.5 -1.3
N -0.24358 -0.54624 0.30609 0.5 -1.9 0.3
N -0.61210 2.23537 -0.08169 -0.4 1.8 -2.4
C 1.11698 2.76365 1.65187 -2.5 3.5 -1.6
C -0.62367 4.47794 0.80982 -0.9 -2.3 1.6
C -1.16779 1.32881 -0.92754 -2.4 0.2 -0.4
C 0.47631 0.44518 1.05075 -1.5 1.9 -0.1
C 0.27360 1.80672 0.86308 2.8 -3.1 1.9
C -0.20351 -3.13934 -0.36865 -1.6 1.7 1.1
C 0.61823 -3.07809 -1.57394 2.8 -0.9 -1.2
C 0.64436 4.15016 1.61148 0.8 -0.9 1.8
C 2.93995 3.49304 3.09004 1.0 1.4 1.4
C 0.16913 -1.91413 0.48592 2.5 1.0 2.4
C -1.80805 -4.80539 -1.28201 0.0 2.8 -0.6
C -0.96169 -4.72133 -2.56705 0.0 1.3 -0.9
C 2.30146 2.57177 2.30916 0.3 -0.9 -0.2
C -0.73835 3.71025 -0.49999 1.7 -0.3 0.4
C -1.30357 -0.14863 -0.65805 3.4 0.3 1.4
C 0.55528 -4.24898 -2.52084 -3.8 1.3 -1.1
C -1.68225 -3.42013 -0.63149 0.7 1.3 -0.4
C 2.42950 4.77840 3.28731 -2.1 1.8 -0.5
C 1.28195 5.12700 2.47924 -1.1 -1.0 -0.6
H -0.99223 -5.64928 -3.03350 -0.1 -1.8 -1.1
H -0.57017 5.44175 0.56008 0.5 4.1 -1.1
H -1.48521 -4.01957 -3.27341 0.3 -0.5 0.6
H 0.69395 6.10534 2.54738 1.4 -1.2 0.1
H 0.98470 0.17389 1.97021 0.1 -0.5 -0.7
H 0.20193 -3.94227 0.13798 0.7 -1.6 1.9
H 2.71725 5.59807 4.04834 0.1 -1.8 -1.4
H 2.84216 1.67240 2.21340 0.2 -1.3 -0.2
H 1.18068 -5.00397 -2.22004 1.4 -2.0 0.8
H 0.42737 -2.22189 -2.12236 -0.4 2.0 -1.2
H -1.86391 -2.62325 -1.43852 -1.0 -1.2 1.1
H 0.85850 -3.93392 -3.55986 -0.3 -0.4 1.1
H -2.89608 -4.74274 -1.45570 0.4 -1.4 -0.5
H -1.62029 3.89617 -1.15905 0.5 -0.5 1.1
H -2.27357 -0.28924 -0.27579 -1.3 -0.3 0.6
H -1.47771 -5.58704 -0.63101 -0.1 -0.6 0.5
H -1.17188 -0.73117 -1.55330 -0.1 0.2 -0.5
H -2.34879 -3.33253 0.27117 0.7 0.3 -0.9
H 1.69238 -3.07665 -1.32647 -0.3 0.7 0.5
H 0.17055 4.12793 -1.09155 -1.2 -1.5 0.6
H 3.87633 3.16947 3.58883 -0.7 0.4 -0.3
H -1.56073 4.51131 1.43227 0.8 -0.9 -0.3
```
Positions in Å, forces in eV/Å.

---

Entry 5:
Entry from the Open Molecules 2025 dataset: a molecular structure, C39H29N2O11PS3Ta in a non-equilibrium geometry (ωB97M-V with the def2-TZVPD basis set).

Charge   +1
Kohn-Sham gap   7.29 eV

```
86
Properties=species:S:1:pos:R:3:forces:R:3
Ta -0.98648 -1.79643 -0.43490 0.5 1.2 0.3
S -2.95514 -2.92997 -1.99680 0.5 0.2 -0.1
S 0.39259 -2.84713 -2.70413 -0.1 0.0 0.5
S -2.61443 -2.65585 1.67112 0.5 0.3 -0.3
P -1.17048 0.17857 1.62277 -0.1 -0.2 0.1
O -2.98160 -1.69298 0.57069 0.0 -0.3 0.2
O -2.35856 -1.50849 -1.87665 -0.9 -0.2 -0.3
O -4.36403 -2.98582 -2.02341 0.0 -0.1 0.0
O -0.11551 0.68675 -1.02413 -0.4 -0.2 -0.2
O -3.30003 -3.88399 1.78322 0.0 0.0 0.1
O 2.55477 -2.52118 0.63706 0.0 -0.2 0.1
O -2.20575 -3.59582 -0.89081 -0.4 0.1 -0.3
O 0.22478 -3.31020 -1.25786 0.1 -0.2 -0.2
O -1.09156 -2.78182 1.33606 -0.3 -0.4 0.2
O 1.65388 -3.13078 -3.27838 0.0 0.0 0.1
O -0.02312 -1.43511 -2.57505 0.0 -0.2 0.0
N 3.05908 -0.37846 -0.06843 0.2 -0.1 0.0
N 0.93663 -1.02575 -0.11674 0.3 -0.3 0.1
C 1.12023 -0.64792 2.93323 0.0 -0.1 0.1
C -3.84463 3.02398 0.55118 0.1 0.0 0.0
C 1.94706 3.18179 -0.59237 0.1 0.0 0.0
C -2.75013 -1.68547 3.09831 0.0 0.0 0.0
C -3.12751 -4.23514 -4.31978 0.1 0.0 -0.1
C 4.84583 1.42744 -3.53150 0.0 0.0 0.0
C -0.39576 -4.29006 -4.82279 -0.1 -0.1 0.0
C 2.38537 0.68970 4.47765 0.0 0.0 0.0
C -2.63993 -4.88453 -5.45505 -0.2 0.0 0.1
C 2.16387 0.74353 -3.31289 -0.1 0.0 0.0
C 0.54044 1.66238 3.28348 0.0 0.0 0.1
C -1.08230 2.86044 0.83205 0.0 0.0 0.0
C 2.38639 0.71730 -0.75385 -0.1 0.1 -0.1
C 4.26968 1.26379 -2.28668 0.0 0.0 0.0
C -2.24910 -3.61932 -3.44982 -0.1 0.0 -0.1
C -0.85959 -3.64711 -3.69196 0.0 -0.1 -0.1
C 2.15737 -0.52334 3.84387 0.0 0.0 0.0
C -1.88221 1.76913 1.15768 -0.1 -0.1 0.0
C 2.25147 -1.45223 0.19077 0.1 0.2 0.0
C -1.28816 -4.90869 -5.70320 0.2 0.1 0.1
C 4.08106 1.25261 -4.67787 0.0 0.0 0.0
C 3.08837 3.33737 1.92855 0.0 0.0 -0.1
C -3.72433 -1.29202 5.23153 0.0 -0.1 -0.1
C 2.45282 2.03237 0.01228 0.1 0.1 0.1
C 1.57240 1.77925 4.20096 -0.1 -0.1 0.0
C -2.27264 -0.37874 3.00394 0.0 0.0 0.0
C -1.66795 4.03406 0.38829 0.0 0.0 0.0
C -2.55790 0.47326 4.06372 0.1 -0.1 -0.1
C 2.74294 0.92047 -4.56449 0.0 0.0 0.0
C 2.92761 0.90371 -2.16915 0.1 0.0 0.0
C -3.28074 0.01941 5.15994 0.0 0.0 0.0
C 2.58602 4.47783 1.32815 0.0 0.0 0.0
C -3.04558 4.11742 0.24827 0.0 0.0 0.0
C -3.46951 -2.16399 4.18273 0.1 0.2 0.1
C 0.95946 0.18030 -0.68855 0.1 0.0 0.2
C 2.00958 4.39636 0.06451 0.0 0.0 0.0
C 3.01648 2.11176 1.27572 0.0 0.0 -0.1
C -3.26638 1.84964 1.00648 0.0 0.0 0.0
C 0.31309 0.44695 2.63595 0.0 0.3 0.0
H -3.89724 1.00199 1.24294 0.0 0.0 0.0
H -2.21777 1.49881 4.03960 0.0 0.1 0.0
H 4.52753 1.38692 -5.65226 0.0 0.0 -0.1
H -3.83044 -3.18034 4.18962 0.0 -0.1 0.0
H 2.77841 -1.38020 4.05902 0.0 -0.1 0.0
H -4.91708 3.08346 0.43460 0.0 0.0 0.0
H -1.04259 4.88219 0.14798 0.0 0.0 0.0
H 1.11510 0.50084 -3.24614 0.0 0.0 0.0
H 5.88768 1.70232 -3.61012 0.1 0.0 0.0
H -0.90478 -5.40785 -6.58145 0.0 0.0 0.0
H 4.86431 1.43686 -1.39812 0.0 0.0 0.1
H -0.07914 2.52444 3.07508 0.0 0.0 0.0
H 0.66580 -4.31115 -5.01586 0.0 0.0 0.0
H -3.49760 5.03448 -0.10193 0.0 0.0 0.0
H -3.32993 -5.36918 -6.13195 0.0 0.0 0.0
H -3.49854 0.70251 5.96901 0.0 0.0 0.0
H 3.39399 1.21881 1.75567 0.0 0.0 0.0
H 1.74093 2.72602 4.69428 0.0 0.0 0.0
H 0.94200 -1.61511 2.48540 0.0 0.0 -0.1
H 2.13725 0.79927 -5.45132 0.0 0.0 0.0
H -4.18726 -4.20768 -4.11158 0.0 0.0 0.0
H 1.51226 3.12372 -1.58065 0.0 0.0 -0.1
H 3.54153 3.39340 2.90826 0.0 0.0 0.0
H -0.00451 2.79944 0.90737 -0.1 0.0 0.0
H 2.65067 5.43105 1.83300 0.0 0.1 0.0
H -4.28275 -1.63169 6.09126 0.0 0.0 0.0
H 1.62442 5.28483 -0.41447 0.0 0.1 0.0
H 4.04855 -0.54106 -0.18203 -0.1 0.0 0.0
H 3.19096 0.78368 5.19187 0.0 0.0 0.0
```
Positions in Å, forces in eV/Å.

---

Entry 6:
Entry from the Open Molecules 2025 dataset: 2 unconnected molecules or ions with the total composition C7H9FIN3O2 in a non-equilibrium geometry (ωB97M-V with the def2-TZVPD basis set).

Charge   0
Kohn-Sham gap (spin up / spin down)   7.74 / 7.73 eV

```
23
Properties=species:S:1:pos:R:3:forces:R:3
I 3.56574 -1.57245 1.69028 0.0 -0.2 0.5
F 1.06361 -1.72013 3.35580 0.6 0.9 -1.7
O 2.37738 2.17539 1.77427 0.3 0.5 -0.3
O 2.92603 1.88129 -0.37457 1.4 3.4 0.9
N -2.47739 -1.05438 -1.83058 -1.5 -1.2 -0.1
N -1.48976 -0.93636 0.11330 0.6 1.5 2.1
N 0.98174 -0.04003 1.79568 -2.1 -0.1 0.9
C -1.58216 -0.08530 -1.84688 1.4 2.0 0.3
C -2.45190 -1.52108 -0.62193 0.9 0.1 -0.2
C 1.23198 0.49296 0.50433 -0.1 1.7 0.3
C 2.27422 1.60676 0.72839 -0.8 -2.2 -0.8
C 1.45101 -1.25243 2.13231 -0.9 -3.1 -2.4
C -0.96631 0.11464 -0.61910 -0.5 -1.3 -1.4
C -0.01507 1.19092 -0.15144 -2.1 -2.3 0.6
H 3.10508 1.26537 -1.04723 -0.3 -1.8 -0.9
H 1.58029 -0.37363 -0.01299 0.4 -0.1 -1.5
H 0.10943 1.66614 -1.11452 0.9 0.9 0.3
H -1.25850 -1.03698 1.11319 -0.5 -0.2 -0.9
H -0.70078 1.76089 0.55075 1.7 0.0 -0.5
H -1.50877 0.46857 -2.74557 0.5 0.7 -0.6
H 1.25954 0.66589 2.41653 0.1 1.3 1.9
H -3.07273 -2.25792 -0.25905 -1.0 -1.6 0.8
H 0.68117 -2.21976 0.57519 1.2 1.1 2.7
```
Positions in Å, forces in eV/Å.

---

Energy? In order: -18069.3874, -6696.0907, -23116.1219, -27132.9135, -109761.1456, -26784.1047 eV.
Energy above the lowest of the compared OMol25 structures with the same formula, charge and spin? In order: 3.7269, 0.4013, 6.8863, 4.2134, 0.9594, 3.6788 eV.